Computed, not measured: a structure of composition C48H40F3N3O2PtSb, with ωB97M-V/def2-TZVPD.

As for the HOMO energy: -4.392 eV. The value obtained for the HOMO-LUMO gap is 6.72 eV.

The geometry in ORCA input format:
```
! wB97M-V def2-TZVPD RIJCOSX def2/J DEFGRID3
* xyz -1 1
Pt -0.6915 -0.6528 -1.4287
C 0.5492 -2.5427 -4.4795
C 1.6955 -2.7503 -3.5308
C 2.9941 -2.8844 -4.0060
C 4.0518 -3.0959 -3.1358
C 3.8095 -3.1918 -1.7751
C 2.5215 -3.0666 -1.2677
C 2.2612 -3.1478 0.2055
C 1.4677 -2.8287 -2.1537
N 0.1596 -2.5678 -1.6754
C -0.5444 -3.5752 -1.1353
O -0.2119 -4.7529 -0.9945
C -1.9357 -3.1422 -0.7066
C -2.9629 -3.9868 -0.3241
C -4.1804 -3.4212 0.0374
C -4.3526 -2.0402 0.0229
C -3.2867 -1.2545 -0.3763
N -2.1386 -1.8285 -0.7248
C -3.3061 0.2578 -0.5357
O -4.2558 0.8982 -0.0826
N -2.2484 0.7144 -1.2306
C -2.3023 2.0452 -1.7101
C -3.1584 2.3405 -2.7780
C -4.0566 1.2811 -3.3509
C -3.1543 3.6264 -3.3022
C -2.3250 4.6071 -2.7767
C -1.4977 4.3018 -1.7103
C -1.4763 3.0243 -1.1639
C -0.6064 2.6969 0.0103
H 0.9032 -2.5255 -5.5102
H 0.0243 -1.6066 -4.2765
H -0.1889 -3.3406 -4.3749
H 3.1732 -2.8232 -5.0733
H 5.0620 -3.1807 -3.5167
H 4.6305 -3.3566 -1.0864
H 3.1913 -3.2090 0.7713
H 1.6408 -4.0141 0.4434
H 1.7128 -2.2638 0.5391
H -2.7823 -5.0524 -0.3207
H -5.0010 -4.0609 0.3370
H -5.2761 -1.5576 0.3100
H -3.4928 0.3733 -3.5766
H -4.5319 1.6348 -4.2662
H -4.8394 1.0115 -2.6375
H -3.8074 3.8562 -4.1368
H -2.3224 5.6036 -3.2011
H -0.8502 5.0608 -1.2868
H -0.0258 3.5631 0.3268
H 0.0839 1.8853 -0.2388
H -1.2187 2.3618 0.8547
F -4.1623 0.8050 6.6160
C -3.2658 0.5390 5.6375
C -3.7189 0.3585 4.3491
C -2.7846 0.0857 3.3565
C -1.4269 -0.0048 3.6486
C -1.0132 0.1891 4.9658
C -1.9268 0.4617 5.9722
Sb -0.0421 -0.4192 2.0528
C 1.1889 -1.6876 3.2931
C 0.7323 -2.9837 3.5278
C 1.4609 -3.8799 4.2941
C 2.6667 -3.4593 4.8182
F 3.3895 -4.3255 5.5665
C 3.1636 -2.1921 4.6017
C 2.4137 -1.3100 3.8324
C 1.1597 1.3325 2.3033
C 2.3409 1.4088 1.5657
C 3.1193 2.5559 1.5661
C 2.6895 3.6329 2.3143
F 3.4383 4.7589 2.3268
C 1.5179 3.6078 3.0417
C 0.7521 2.4497 3.0235
H -4.7742 0.4393 4.1272
H -3.1397 -0.0319 2.3374
H 0.0394 0.1194 5.2173
H -1.6197 0.6139 6.9983
H -0.2068 -3.3160 3.0964
H 1.1158 -4.8883 4.4771
H 4.1166 -1.9084 5.0277
H 2.8003 -0.3129 3.6580
H 2.6584 0.5687 0.9558
H 4.0257 2.6298 0.9813
H 1.2105 4.4836 3.5971
H -0.1778 2.4313 3.5785
C 1.1381 0.3323 -1.9595
C 1.5130 1.6331 -2.5009
C 2.7611 2.2062 -2.2119
C 3.1458 3.4209 -2.7549
C 2.2937 4.1180 -3.6012
C 1.0442 3.5754 -3.8841
C 0.6585 2.3643 -3.3413
H 0.6944 -0.2156 -2.8106
H 1.9159 -0.2426 -1.4616
H 3.4443 1.6663 -1.5642
H 4.1228 3.8267 -2.5164
H 2.5953 5.0649 -4.0312
H 0.3566 4.1075 -4.5315
H -0.3276 1.9678 -3.5570
*
```

***

Computed, not measured: a cluster of 2 separate species, C7H11ClO2 in total, with ωB97M-V/def2-TZVPD.

As for the HOMO energy (spin up / spin down): -6.299 / -9.873 eV. The expectation value of S² is 2.01. The value obtained for the HOMO-LUMO gap (spin up / spin down) is 7.01 / 7.67 eV.

The geometry in ORCA input format:
```
! wB97M-V def2-TZVPD RIJCOSX def2/J DEFGRID3
* xyz 0 3
C -1.8177 -0.8279 -0.3849
C -1.6375 0.1218 0.4924
C 0.9462 -0.4079 0.4779
C -1.7824 -0.0022 1.9719
C 1.2085 1.1194 0.5799
C 0.8467 -0.0372 -2.0621
C 1.2352 -0.9092 -0.9184
O -1.8940 -1.7882 -1.0574
O 0.6670 -1.1928 1.3606
Cl -1.7095 1.7188 -0.1332
H -0.7969 -0.4701 2.4288
H -2.6761 -0.5510 2.3103
H -1.8809 1.0104 2.3438
H 1.0035 1.4646 1.5987
H 0.5577 1.7281 -0.0385
H 2.3101 1.2240 0.3563
H 1.1345 -0.3694 -3.0969
H 1.4449 0.9151 -1.9852
H -0.1970 0.1139 -2.0092
H 2.2539 -1.0144 -1.0649
H 0.7838 -1.8458 -1.1700
*
```

***

Computed, not measured: an isolated molecule of H4SSi, with ωB97M-V/def2-TZVPD.

As for the HOMO energy: -9.115 eV. As for the SMILES: [SiH3]S. The value obtained for the HOMO-LUMO gap is 8.98 eV.

The geometry in ORCA input format:
```
! wB97M-V def2-TZVPD RIJCOSX def2/J DEFGRID3
* xyz 0 1
Si 0.6679 -0.0856 -0.2031
S -1.9204 -0.3067 -0.2499
H 1.6227 -1.1190 0.6043
H 0.8749 -0.2478 -1.6097
H 0.6056 1.1536 0.6068
H -1.8507 0.6055 0.8516
*
```

***

Computed, not measured: a cluster of 10 separate species, C35H50O30 in total, with ωB97M-V/def2-TZVPD.

As for the HOMO energy: -9.674 eV. As for the SMILES: C[C@H]1COC(=O)O1.C[C@H]1COC(=O)O1.C[C@H]1COC(=O)O1.C[C@H]1COC(=O)O1.C[C@H]1COC(=O)O1.O=C1OCCO1.O=C1OCCO1.O=C1OCCO1.O=C1OCCO1.O=C1OCCO1. The value obtained for the HOMO-LUMO gap is 9.49 eV.

The geometry in ORCA input format:
```
! wB97M-V def2-TZVPD RIJCOSX def2/J DEFGRID3
* xyz 0 1
C -5.5268 -3.7660 2.0071
C -4.0386 -3.5196 1.5358
C -3.4790 -2.2067 2.0160
O -2.3801 -2.4382 2.8453
C -2.2409 -3.7714 2.9993
O -1.4138 -4.4186 3.6684
O -3.2307 -4.4213 2.3192
H -6.1200 -4.0982 1.1551
H -5.9734 -2.8822 2.4626
H -5.6675 -4.5691 2.7306
H -3.8877 -3.6277 0.4617
H -4.2232 -1.7129 2.6408
H -3.3143 -1.4970 1.2052
C -1.0610 0.7336 -0.7944
C 0.0334 0.3950 0.1689
C 1.3220 1.1614 0.1006
O 1.6140 1.5294 1.4331
C 0.5638 1.3052 2.2328
O 0.4829 1.4822 3.4696
O -0.4045 0.6804 1.4882
H -0.8062 0.6886 -1.8532
H -1.4036 1.7147 -0.4654
H -1.9005 0.0384 -0.7963
H 0.3214 -0.6494 0.0491
H 1.2666 2.0216 -0.5665
H 2.1896 0.5324 -0.0985
C -5.6849 4.5617 -5.5463
C -4.5115 4.5717 -4.5674
C -4.9330 5.1222 -3.2688
O -4.6378 4.1438 -2.3201
C -4.1635 3.0464 -2.9502
O -3.6425 1.9930 -2.4390
O -4.1817 3.2309 -4.2675
H -5.2783 4.3307 -6.5309
H -6.3151 5.4509 -5.5628
H -6.4220 3.8009 -5.2893
H -3.6624 5.1151 -4.9817
H -5.9836 5.3955 -3.1702
H -4.3376 6.0108 -3.0593
C 4.3362 4.1557 -1.5915
C 5.8006 4.1840 -1.1397
C 5.9373 3.6881 0.3479
O 7.1901 3.0395 0.3830
C 7.4110 2.5780 -0.8462
O 8.3534 1.8322 -1.1682
O 6.5017 3.0567 -1.6786
H 3.8025 5.0160 -1.1878
H 3.7979 3.2867 -1.2130
H 4.3364 4.1970 -2.6807
H 6.3024 5.0712 -1.5260
H 5.1307 3.1005 0.7862
H 6.0896 4.6563 0.8248
C 0.6717 -5.8192 0.8219
C -0.0917 -5.3808 -0.4911
C -1.5341 -5.7330 -0.4502
O -2.1002 -4.5560 -1.1396
C -1.3000 -3.4891 -0.9228
O -1.5849 -2.2736 -1.0963
O -0.0834 -3.9633 -0.4568
H 0.5300 -6.8801 1.0279
H 0.3234 -5.3585 1.7464
H 1.7363 -5.5946 0.8870
H 0.2863 -5.7860 -1.4298
H -1.8864 -5.8073 0.5787
H -1.8680 -6.5892 -1.0362
O 4.8973 -0.2746 -0.7940
C 4.3543 -1.3463 -0.4613
O 3.6536 -1.4215 0.6118
C 2.9625 -2.6666 0.6869
C 3.6568 -3.5513 -0.3337
O 4.2613 -2.5609 -1.1408
H 3.1596 -2.9747 1.7137
H 1.8850 -2.7450 0.5426
H 2.8802 -4.0907 -0.8760
H 4.2517 -4.3308 0.1424
O 2.3960 -4.3143 3.8149
C 1.7028 -3.5062 4.3687
O 1.0550 -2.5160 3.7348
C 0.3543 -1.7092 4.6727
C 0.3889 -2.6410 5.9077
O 1.4982 -3.3423 5.6872
H 0.8246 -0.7514 4.8952
H -0.7097 -1.6769 4.4384
H -0.5504 -3.1840 6.0124
H 0.5487 -1.9617 6.7450
O 6.5108 0.3644 2.0970
C 5.4757 0.5059 2.8151
O 4.6855 1.6344 2.9708
C 3.8924 1.5098 4.1502
C 3.7780 0.0241 4.1313
O 5.0463 -0.3815 3.6894
H 4.4161 1.8985 5.0236
H 2.9528 1.9950 3.8860
H 3.0238 -0.2661 3.3998
H 3.5658 -0.3271 5.1411
O -6.0016 -3.7337 -2.3466
C -5.4040 -2.6213 -2.2749
O -5.2729 -1.8875 -1.1044
C -4.7189 -0.6799 -1.5074
C -4.1076 -0.8244 -2.9053
O -4.6843 -2.0532 -3.2679
H -5.5243 0.0532 -1.4628
H -3.9728 -0.3524 -0.7833
H -3.0365 -0.8251 -2.7033
H -4.4142 0.0690 -3.4493
O 1.3981 4.9179 -5.7233
C 0.9190 4.9741 -4.6127
O 0.1536 5.9521 -4.1322
C -0.1142 5.7669 -2.7775
C 0.8371 4.6616 -2.3826
O 1.2652 4.1394 -3.6389
H 0.0360 6.6287 -2.1273
H -1.0738 5.2795 -2.6052
H 0.2253 3.9020 -1.8960
H 1.6165 5.1313 -1.7825
*
```